Here is an isolated molecule of C6H15NO in a non-equilibrium geometry from the OMol25 dataset. Energies are from the ωB97M-V functional and the def2-TZVPD basis.

XYZ file:
```
23
Properties=species:S:1:pos:R:3:forces:R:3
C -1.51352 1.68141 -0.97458 -0.8 0.8 1.0
C -2.37113 1.06935 -2.09751 1.9 0.2 1.2
C -1.09059 0.68617 0.12401 -2.2 -0.4 -0.1
N 0.33252 0.57668 0.36997 0.6 -1.5 2.2
C 0.70945 1.38764 1.57144 -1.7 -1.9 0.9
C 0.53543 -0.88209 0.73665 -1.1 -0.4 -0.3
C 1.56498 -1.63757 -0.18189 -1.4 1.8 -1.7
O 2.10843 -2.75403 0.40117 1.2 -1.1 1.1
H -2.13930 2.41610 -0.45516 0.1 0.2 -0.2
H -0.63114 2.24245 -1.32334 -0.3 -0.4 -0.2
H -2.66291 0.06698 -2.04708 -0.3 -1.7 1.0
H -3.19419 1.57367 -2.41901 -2.7 1.9 0.1
H -1.85965 1.09188 -2.98109 2.1 -0.1 -2.4
H -1.51434 -0.30747 -0.30446 0.8 1.6 1.1
H -1.61632 0.91629 1.16803 0.6 -0.6 -2.1
H -0.16149 1.41187 2.35971 1.7 0.0 -1.3
H 1.07343 2.32673 1.38790 -0.3 3.0 -1.3
H 1.63591 1.08096 2.01774 0.2 -1.4 0.5
H -0.52117 -1.29267 0.59521 1.8 -0.3 -0.2
H 0.62598 -1.16940 1.80765 0.9 1.0 -0.2
H 0.84435 -2.02536 -0.97132 1.3 0.9 -0.1
H 2.44650 -0.93543 -0.65650 -2.4 -1.8 1.4
H 1.47153 -3.23065 0.95389 0.1 0.3 -0.3
```
Positions in Å, forces in eV/Å.

Results
E, a.u.: -367.4759
Energy above the lowest of the compared OMol25 structures with the same formula, charge and spin, kJ/mol: 408.0
SMILES string: CCCN(C)CCO
E_HOMO, eV: -9.1
2S+1: 1
Orbital gap, eV: 10.1
LUMO energy, eV: 1.0

Mulliken charges in e: number 1, C, carries -0.499; number 2, C, carries -1.472; number 3, C, carries -0.343; number 4, N, carries 0.008; number 5, C, carries -1.059; number 6, C, carries -0.821; number 7, C, carries -0.256; number 8, O, carries -0.526; number 9, H, carries 0.224; number 10, H, carries 0.419; number 11, H, carries 0.417; number 12, H, carries 0.426; number 13, H, carries 0.382; number 14, H, carries 0.176; number 15, H, carries 0.246; number 16, H, carries 0.305; number 17, H, carries 0.347; number 18, H, carries 0.387; number 19, H, carries 0.428; number 20, H, carries 0.473; number 21, H, carries 0.180; number 22, H, carries 0.252; number 23, H, carries 0.306

Here is an isolated molecule of C6H15NO in a non-equilibrium geometry from the OMol25 dataset. Energies are from the ωB97M-V functional and the def2-TZVPD basis.

XYZ file:
```
23
Properties=species:S:1:pos:R:3:forces:R:3
C -2.38701 -0.85200 -1.82441 1.3 0.7 0.7
O -2.11267 0.43288 -2.38126 -0.2 0.3 -0.2
C -1.68519 -1.03145 -0.44724 -0.4 0.1 -0.2
C -0.65816 0.04117 -0.08369 0.3 -0.8 0.7
C 0.30253 -0.48771 1.01217 -0.5 1.0 -0.7
C 1.08870 0.65793 1.64124 0.8 -0.2 1.1
C 2.14282 1.29378 0.73284 -0.3 -1.4 -0.5
N 3.19357 0.35243 0.28847 -0.2 0.8 0.0
H -1.91680 -1.52220 -2.52705 -0.3 -0.5 -0.3
H -3.44147 -1.02314 -1.69582 -0.5 -0.2 -0.3
H -2.84149 1.05363 -2.29091 0.0 -0.3 0.2
H -1.23804 -2.02851 -0.38172 0.1 0.1 -0.2
H -2.45119 -1.02364 0.32791 -0.1 0.0 0.2
H -0.07700 0.38292 -0.93590 -0.1 -0.1 -0.2
H -1.17511 0.90040 0.32392 -0.2 0.4 -0.1
H 0.95868 -1.19369 0.50873 0.2 -0.3 0.3
H -0.25301 -0.99146 1.80306 -0.1 -0.2 -0.1
H 1.57888 0.27940 2.55529 0.1 0.0 -0.2
H 0.42297 1.43018 2.03877 -0.2 0.0 -0.3
H 1.58981 1.55856 -0.16155 0.2 0.6 -0.3
H 2.62034 2.16182 1.15211 -0.1 0.4 0.3
H 2.95449 -0.01744 -0.61584 0.1 -0.4 0.1
H 3.38435 -0.37383 0.96090 -0.1 -0.2 -0.1
```
Positions in Å, forces in eV/Å.

Results
E, a.u.: -367.5768
Energy above the lowest of the compared OMol25 structures with the same formula, charge and spin, kJ/mol: 143.0
SMILES string: NCCCCCCO
E_HOMO, eV: -9.0
2S+1: 1
Orbital gap, eV: 9.9
LUMO energy, eV: 0.9

Mulliken charges in e: number 1, C, carries -0.441; number 2, O, carries -0.540; number 3, C, carries -0.765; number 4, C, carries -0.392; number 5, C, carries -0.469; number 6, C, carries -0.741; number 7, C, carries -0.727; number 8, N, carries -0.557; number 9, H, carries 0.240; number 10, H, carries 0.335; number 11, H, carries 0.292; number 12, H, carries 0.369; number 13, H, carries 0.308; number 14, H, carries 0.312; number 15, H, carries 0.247; number 16, H, carries 0.301; number 17, H, carries 0.372; number 18, H, carries 0.313; number 19, H, carries 0.411; number 20, H, carries 0.302; number 21, H, carries 0.318; number 22, H, carries 0.268; number 23, H, carries 0.245

Here is the ion C6H15NO with charge +1 in a non-equilibrium geometry from the OMol25 dataset. Energies are from the ωB97M-V functional and the def2-TZVPD basis.

XYZ file:
```
23
Properties=species:S:1:pos:R:3:forces:R:3
C -1.77333 -0.47343 -2.15095 2.0 -1.1 0.8
N -0.76000 -0.98845 -1.11286 0.1 3.2 -1.4
C -0.09662 0.07217 -0.30951 -2.3 1.8 -0.7
C -0.49905 -0.23964 1.13174 -0.6 0.4 3.2
C 0.12721 -1.48612 1.82306 0.8 0.3 -0.3
C -0.32214 1.13708 1.95978 -0.3 -3.9 -0.1
C 1.37996 0.29879 -0.72586 -0.4 -0.4 -2.9
O 1.83815 1.58692 -0.70358 1.3 2.4 3.4
H -1.57311 -1.01676 -3.11956 -0.4 0.9 1.0
H -1.60379 0.60303 -2.08068 0.0 -0.2 -0.9
H -2.76480 -0.61848 -1.76293 -0.6 -0.6 0.1
H -0.17275 -1.79643 -1.27679 -0.3 -0.6 0.0
H -0.58041 1.15626 -0.51551 0.7 -2.7 0.1
H -1.58930 -0.41086 1.27181 0.5 0.0 -1.0
H 0.10109 -1.43076 2.93287 -0.7 0.1 -0.7
H -0.42232 -2.41090 1.47123 1.2 0.8 0.5
H 1.23996 -1.46358 1.68046 -0.9 -0.7 -0.4
H 0.36443 1.64407 1.43142 2.0 2.6 -1.8
H 0.15774 0.95005 2.88917 -0.1 -0.3 1.1
H -1.26005 1.59312 2.04571 -1.1 1.0 0.2
H 1.57081 0.09074 -1.82190 -1.1 -0.4 0.8
H 1.97507 -0.41564 -0.28825 1.7 -1.5 1.7
H 2.27606 1.89683 0.19219 -1.4 -1.2 -2.5
```
Positions in Å, forces in eV/Å.

Results
Charge: +1
<S²>: 0.755
E, a.u.: -367.2132
Energy above the lowest of the compared OMol25 structures with the same formula, charge and spin, kJ/mol: 276.0
E_HOMO (alpha / beta), eV: -14.7 / -14.7
2S+1: 2
Orbital gap (alpha / beta), eV: 11.8 / 7.2
LUMO energy (alpha / beta), eV: -2.9 / -7.5

Mulliken charges in e: number 1, C, carries -0.636; number 2, N, carries 0.051; number 3, C, carries 0.324; number 4, C, carries 0.156; number 5, C, carries -1.393; number 6, C, carries -1.456; number 7, C, carries -0.934; number 8, O, carries -0.526; number 9, H, carries 0.321; number 10, H, carries 0.335; number 11, H, carries 0.346; number 12, H, carries 0.383; number 13, H, carries 0.344; number 14, H, carries 0.274; number 15, H, carries 0.391; number 16, H, carries 0.329; number 17, H, carries 0.327; number 18, H, carries 0.426; number 19, H, carries 0.398; number 20, H, carries 0.373; number 21, H, carries 0.370; number 22, H, carries 0.424; number 23, H, carries 0.373

Here is the ion C6H15NO with charge +1 in a non-equilibrium geometry from the OMol25 dataset. Energies are from the ωB97M-V functional and the def2-TZVPD basis.

XYZ file:
```
23
Properties=species:S:1:pos:R:3:forces:R:3
C 1.87650 -0.21661 1.50688 1.9 1.1 2.2
C 2.39528 1.26469 2.05119 -1.6 -3.5 -1.7
C 0.39175 -0.27567 1.20247 3.0 5.1 -1.1
N 0.13467 -0.78222 -0.18299 -7.2 0.8 5.7
C -0.32202 -2.16908 -0.05831 1.5 -0.6 -4.4
C -1.13663 -0.04176 -0.48305 -2.9 -0.4 -3.0
C -0.98085 0.86736 -1.69725 -0.1 0.3 -4.8
O -2.16858 1.20939 -2.48772 0.9 -0.5 1.0
H 2.13639 -0.89752 2.35091 -0.2 0.1 -1.0
H 2.51915 -0.42001 0.64706 -0.4 -0.4 0.0
H 1.50729 1.79333 2.17174 -1.2 1.7 -0.1
H 2.79104 1.14861 2.99533 1.2 -0.3 1.9
H 3.10156 1.62803 1.36625 0.7 0.9 -0.8
H -0.02289 0.82337 1.26956 1.2 -1.9 -0.5
H -0.19297 -0.68243 1.95932 -1.1 -1.9 0.8
H -0.76067 -2.57009 0.81526 -0.4 0.7 1.7
H 0.65125 -2.63632 -0.12812 -0.1 -1.6 -0.6
H -1.12458 -2.27459 -0.86782 2.0 -1.0 0.7
H -1.57024 0.65842 0.21208 0.9 -0.2 1.3
H -2.04696 -0.84530 -0.60148 2.4 2.1 -0.4
H -0.38834 1.84702 -1.56666 -0.7 -1.8 0.4
H -0.58868 0.26236 -2.58590 0.9 0.7 1.7
H -2.94954 1.39183 -1.98646 -0.7 0.4 0.8
```
Positions in Å, forces in eV/Å.

Results
Charge: +1
<S²>: 0.754
E, a.u.: -367.1179
Energy above the lowest of the compared OMol25 structures with the same formula, charge and spin, kJ/mol: 526.2
E_HOMO (alpha / beta), eV: -14.5 / -14.4
2S+1: 2
Orbital gap (alpha / beta), eV: 11.8 / 5.5
LUMO energy (alpha / beta), eV: -2.7 / -9.0

Mulliken charges in e: number 1, C, carries -0.574; number 2, C, carries -1.155; number 3, C, carries -0.585; number 4, N, carries 0.310; number 5, C, carries -0.914; number 6, C, carries -0.469; number 7, C, carries -0.407; number 8, O, carries -0.476; number 9, H, carries 0.308; number 10, H, carries 0.362; number 11, H, carries 0.414; number 12, H, carries 0.353; number 13, H, carries 0.314; number 14, H, carries 0.290; number 15, H, carries 0.522; number 16, H, carries 0.402; number 17, H, carries 0.368; number 18, H, carries 0.411; number 19, H, carries 0.377; number 20, H, carries 0.328; number 21, H, carries 0.252; number 22, H, carries 0.274; number 23, H, carries 0.296

Here is a cluster of 2 separate species, C6H15NO2 in total in a non-equilibrium geometry from the OMol25 dataset. Energies are from the ωB97M-V functional and the def2-TZVPD basis.

XYZ file:
```
24
Properties=species:S:1:pos:R:3:forces:R:3
C 1.93979 -0.84624 -0.46158 4.0 -0.7 1.1
C 0.54124 -0.62143 -0.05140 -3.5 -3.3 -2.9
C -0.23384 -0.22467 -1.42310 -1.5 -3.4 0.8
C 0.43090 0.94482 -1.94741 -0.6 1.5 -0.4
C 0.03666 2.12892 -1.46131 5.4 1.4 -2.7
N -0.23409 -1.84618 0.55453 1.0 2.6 0.0
C -1.00517 -1.37414 1.73217 -1.3 -1.2 -2.5
O -0.32096 -0.89307 2.78857 4.1 0.3 2.5
H 2.46435 -1.69480 0.07710 -0.9 0.7 0.0
H 2.23138 -1.16297 -1.51844 -1.0 1.1 1.1
H 2.53297 0.06277 -0.06554 -0.6 -1.3 -1.3
H 0.43811 0.20281 0.54508 -0.1 1.8 2.0
H -0.03974 -1.18168 -1.99510 -0.5 1.1 0.1
H -1.40106 -0.10695 -1.36416 2.2 -0.2 0.4
H 1.22154 0.79043 -2.70509 -0.2 0.6 0.9
H -0.72914 2.37461 -0.85126 -2.4 -0.1 1.9
H 0.76611 3.01193 -1.58822 -1.4 -1.2 -0.4
H 0.40653 -2.60311 0.81275 -0.2 0.4 0.0
H -1.71183 -0.53140 1.39606 0.9 -1.4 0.5
H -1.50687 -2.27084 2.09167 -0.9 -0.1 -0.4
H 0.51720 -1.45478 3.00449 -2.4 1.3 -0.7
H -1.45979 2.90089 0.99814 0.3 0.4 -0.7
H -2.69846 2.08831 0.31042 1.1 0.8 0.7
O -2.18584 2.30677 1.12164 -1.5 -1.2 0.1
```
Positions in Å, forces in eV/Å.

Results
E, a.u.: -442.7302
Energy above the lowest of the compared OMol25 structures with the same formula, charge and spin, kJ/mol: 396.5
SMILES string: C=CC[C@H](C)NCO.O
E_HOMO, eV: -9.0
2S+1: 1
Orbital gap, eV: 9.8
LUMO energy, eV: 0.8

Mulliken charges in e: number 1, C, carries -1.158; number 2, C, carries 0.161; number 3, C, carries -0.694; number 4, C, carries -0.082; number 5, C, carries -0.650; number 6, N, carries -0.435; number 7, C, carries -0.441; number 8, O, carries -0.517; number 9, H, carries 0.386; number 10, H, carries 0.283; number 11, H, carries 0.260; number 12, H, carries 0.414; number 13, H, carries 0.319; number 14, H, carries 0.249; number 15, H, carries 0.331; number 16, H, carries 0.169; number 17, H, carries 0.174; number 18, H, carries 0.277; number 19, H, carries 0.236; number 20, H, carries 0.375; number 21, H, carries 0.324; number 22, H, carries 0.305; number 23, H, carries 0.331; number 24, O, carries -0.616

Here is a cluster of 2 separate species, C6H15NO2 in total in a non-equilibrium geometry from the OMol25 dataset. Energies are from the ωB97M-V functional and the def2-TZVPD basis.

XYZ file:
```
24
Properties=species:S:1:pos:R:3:forces:R:3
C 1.10207 0.65177 0.13238 -0.4 -0.2 -0.1
C -0.05135 1.65320 0.16941 0.2 -0.1 -0.1
C 2.26811 1.15618 0.99131 -0.1 0.0 -0.2
C 0.67126 -0.72176 0.64312 3.1 -0.7 1.6
C 1.41667 -1.84560 0.43511 -0.9 1.3 0.2
O 1.48779 0.56434 -1.24215 0.0 0.1 -0.1
H 2.30160 0.05248 -1.30204 0.0 0.0 0.0
H 0.06833 -0.67215 1.54106 -0.4 -0.1 -0.1
H 2.60432 2.12485 0.62382 -0.1 0.1 0.0
H -0.46734 1.71824 1.17344 0.0 0.0 0.1
H -0.84002 1.34953 -0.51291 -0.1 0.0 -0.1
H 0.31092 2.63384 -0.13374 0.0 0.1 0.0
H 1.95974 1.25741 2.03066 0.0 0.0 0.1
H 3.10858 0.46281 0.94715 -0.1 -0.1 0.0
H 1.22703 -2.74613 0.99498 -0.1 -0.1 0.0
H 2.10734 -1.92306 -0.39157 0.2 0.0 -0.1
C -3.16731 -0.43241 -0.37698 0.3 -0.2 0.5
N -2.20726 -0.74175 -1.41479 1.5 -0.9 0.5
O -0.76036 -1.25186 -0.70516 -4.4 1.3 -2.7
H -0.35792 -0.67874 -1.39053 0.8 -0.5 0.5
H -2.49507 -1.60778 -1.87346 0.2 0.1 0.2
H -2.83323 0.44365 0.18004 -0.1 0.0 0.0
H -3.32813 -1.25568 0.33078 0.0 0.1 0.0
H -4.12575 -0.19140 -0.84992 0.2 0.0 -0.1
```
Positions in Å, forces in eV/Å.

Results
E, a.u.: -442.6960
Energy above the lowest of the compared OMol25 structures with the same formula, charge and spin, kJ/mol: 486.2
SMILES string: C=CC(C)(C)O.CNO
E_HOMO, eV: -8.2
2S+1: 1
Orbital gap, eV: 9.2
LUMO energy, eV: 0.9

Mulliken charges in e: number 1, C, carries 1.105; number 2, C, carries -1.486; number 3, C, carries -1.698; number 4, C, carries 0.028; number 5, C, carries -0.924; number 6, O, carries -0.595; number 7, H, carries 0.379; number 8, H, carries 0.288; number 9, H, carries 0.404; number 10, H, carries 0.350; number 11, H, carries 0.272; number 12, H, carries 0.432; number 13, H, carries 0.379; number 14, H, carries 0.398; number 15, H, carries 0.302; number 16, H, carries 0.241; number 17, C, carries -0.689; number 18, N, carries -0.411; number 19, O, carries -0.323; number 20, H, carries 0.470; number 21, H, carries 0.246; number 22, H, carries 0.233; number 23, H, carries 0.266; number 24, H, carries 0.333